Record 1
Molecular formula: C21H37F3O9S
Method: DFT, wB97M-V/def2-TZVPD

Each line ends with the Löwdin charge.
Positions of all 71 atoms, in Å:
1 O 7.14 -0.02 4.27  -0.33
2 S 8.14 -0.95 3.53  0.89
3 O 9.52 -0.31 3.24  -0.30
4 O 8.05 -2.43 4.39  -0.25
5 C 6.97 -3.27 3.79  -0.12
6 C 6.56 -2.78 2.27  -0.24
7 C 5.01 -2.38 1.92  -0.11
8 C 3.87 -3.12 2.84  -0.11
9 C 3.39 -2.14 4.10  -0.04
10 F 4.23 -1.90 5.31  -0.05
11 C 2.06 -1.46 3.93  0.00
12 F 0.91 -2.37 3.58  -0.03
13 F 1.91 0.01 4.04  -0.02
14 O 7.28 -1.49 2.13  -0.26
15 H 7.55 -4.28 3.56  0.14
16 H 6.14 -3.58 4.55  0.14
17 H 6.98 -3.58 1.51  0.17
18 H 4.93 -1.20 1.92  0.15
19 H 4.83 -2.71 0.79  0.14
20 H 2.92 -3.27 2.14  0.13
21 H 4.16 -4.21 3.21  0.13
22 C -1.94 -3.07 -0.16  -0.03
23 C -0.59 -2.46 0.08  -0.48
24 C -0.52 -0.96 0.23  -0.04
25 O 0.42 -3.15 0.15  0.03
26 H -1.84 -4.15 -0.25  0.08
27 H -2.61 -2.84 0.68  0.09
28 H -2.36 -2.68 -1.09  0.07
29 H -1.12 -0.64 1.08  0.09
30 H -0.87 -0.48 -0.69  0.07
31 H 0.52 -0.66 0.40  0.07
32 C -0.77 2.82 -0.91  -0.01
33 C 0.70 2.56 -0.73  -0.48
34 C 1.65 3.69 -1.01  -0.02
35 O 1.11 1.45 -0.37  0.03
36 H -1.34 1.92 -0.68  0.07
37 H -1.09 3.62 -0.24  0.08
38 H -0.97 3.10 -1.95  0.09
39 H 1.44 4.52 -0.33  0.08
40 H 1.56 4.01 -2.05  0.08
41 H 2.68 3.35 -0.83  0.09
42 C -0.01 2.17 3.27  -0.02
43 C -0.26 3.66 3.36  -0.48
44 C -0.89 4.18 4.62  -0.03
45 O 0.04 4.41 2.43  0.04
46 H 0.45 1.94 2.30  0.07
47 H 0.68 1.86 4.07  0.07
48 H -0.95 1.63 3.35  0.09
49 H -0.24 3.96 5.48  0.09
50 H -1.87 3.73 4.76  0.09
51 H -1.01 5.26 4.54  0.08
52 C -4.90 0.44 -2.96  -0.03
53 C -4.66 -0.41 -1.74  -0.48
54 C -5.81 -1.25 -1.24  -0.02
55 O -3.58 -0.40 -1.16  0.03
56 H -3.99 0.99 -3.20  0.08
57 H -5.16 -0.20 -3.81  0.07
58 H -5.71 1.15 -2.77  0.09
59 H -6.10 -1.97 -2.01  0.09
60 H -6.65 -0.62 -0.97  0.09
61 H -5.49 -1.81 -0.35  0.08
62 C -3.76 0.95 -7.58  -0.02
63 C -5.16 0.95 -7.03  -0.48
64 C -6.29 0.77 -8.01  -0.03
65 O -5.37 1.10 -5.83  0.04
66 H -3.04 1.09 -6.76  0.09
67 H -3.55 -0.01 -8.06  0.09
68 H -3.64 1.76 -8.30  0.09
69 H -6.19 -0.20 -8.51  0.09
70 H -6.28 1.58 -8.74  0.09
71 H -7.24 0.79 -7.47  0.09

Highest occupied orbital energy   -9.08 eV
Molar mass   522.58 g/mol
Kohn-Sham gap   8.486 eV
SMILES   O=S1(=O)OC[C@@H](CCC(F)=C(F)F)O1.CC(C)=O.CC(C)=O.CC(C)=O.CC(C)=O.CC(C)=O

=====

Record 2
Molecular formula: C27H27Br42NO4
Method: DFT, wB97M-V/def2-TZVPD

Each line ends with the Löwdin charge.
Positions of all 101 atoms, in Å:
1 C -1.64 -1.07 -0.92  -0.12
2 C -2.71 -0.92 0.15  -0.14
3 C -3.22 0.47 0.23  -0.50
4 O -2.90 1.20 1.14  0.13
5 O -4.07 0.83 -0.74  0.02
6 C -4.03 2.22 -1.09  -0.12
7 C -4.83 3.10 -0.16  -0.09
8 N -6.18 2.65 0.03  0.05
9 C -6.48 1.61 0.89  -0.33
10 O -6.08 1.45 2.02  0.15
11 C -7.45 0.77 0.10  -0.10
12 C -7.93 -0.42 0.35  -0.01
13 C -8.77 -0.92 -0.52  -0.09
14 C -9.11 -0.29 -1.61  -0.08
15 C -8.63 0.92 -1.86  -0.01
16 C -7.82 1.43 -0.99  -0.11
17 C -7.14 2.77 -0.97  -0.33
18 O -7.37 3.76 -1.61  0.15
19 H -0.80 -0.42 -0.76  0.05
20 H -2.10 -0.87 -1.87  0.02
21 H -1.30 -2.09 -0.98  0.08
22 H -3.50 -1.65 -0.01  0.12
23 H -2.27 -1.15 1.10  0.11
24 H -3.00 2.56 -1.04  0.11
25 H -4.34 2.31 -2.12  0.13
26 H -4.31 3.23 0.77  0.12
27 H -4.87 4.08 -0.62  0.13
28 H -7.66 -0.93 1.25  0.14
29 H -9.20 -1.88 -0.33  0.12
30 H -9.80 -0.71 -2.31  0.12
31 H -8.87 1.48 -2.74  0.14
32 C 0.49 -1.59 7.33  -1.65
33 Br -1.07 -2.20 6.38  0.56
34 Br 1.12 -2.91 8.58  0.58
35 Br 1.88 -1.00 6.15  0.57
36 H 0.18 -0.73 7.91  -0.03
37 C 3.86 1.54 3.31  -1.64
38 Br 5.18 0.23 3.79  0.58
39 Br 3.83 3.03 4.52  0.56
40 Br 4.07 2.16 1.49  0.55
41 H 2.89 1.06 3.37  -0.04
42 C -4.51 -0.24 7.76  -1.65
43 Br -6.41 -0.36 8.04  0.61
44 Br -4.02 0.28 5.98  0.57
45 Br -3.63 0.90 9.04  0.55
46 H -4.10 -1.23 7.91  -0.04
47 C 1.37 0.74 -3.61  -1.61
48 Br 2.16 -0.91 -4.20  0.58
49 Br -0.55 0.64 -3.57  0.64
50 Br 2.15 1.32 -1.93  0.58
51 H 1.63 1.49 -4.33  -0.04
52 C 5.10 -4.99 -3.56  -1.62
53 Br 3.40 -5.51 -2.81  0.57
54 Br 4.90 -4.16 -5.28  0.50
55 Br 6.09 -3.87 -2.35  0.56
56 H 5.67 -5.89 -3.70  -0.08
57 C 4.78 -8.07 -6.85  -1.67
58 Br 4.76 -9.68 -7.89  0.58
59 Br 3.09 -7.75 -5.99  0.56
60 Br 6.24 -8.05 -5.59  0.60
61 H 4.95 -7.25 -7.54  -0.15
62 C -2.37 4.82 10.47  -1.64
63 Br -1.03 5.01 9.11  0.54
64 Br -2.16 3.26 11.58  0.55
65 Br -2.53 6.40 11.56  0.57
66 H -3.31 4.70 9.95  -0.03
67 C 0.89 4.65 -3.60  -1.66
68 Br 0.60 4.63 -5.50  0.58
69 Br 1.78 6.24 -3.02  0.59
70 Br -0.75 4.35 -2.63  0.55
71 H 1.54 3.82 -3.37  -0.09
72 C -7.61 -4.21 8.16  -1.66
73 Br -8.23 -4.48 9.96  0.57
74 Br -5.99 -5.20 7.81  0.56
75 Br -8.97 -4.59 6.86  0.57
76 H -7.36 -3.16 8.07  -0.10
77 C 6.16 0.70 -2.14  -1.61
78 Br 5.63 0.51 -3.99  0.53
79 Br 7.70 -0.37 -1.73  0.56
80 Br 6.42 2.55 -1.70  0.54
81 H 5.35 0.34 -1.54  -0.05
82 C 10.30 2.87 -4.14  -1.63
83 Br 10.13 1.10 -4.88  0.54
84 Br 8.70 3.92 -4.36  0.55
85 Br 10.84 2.80 -2.29  0.57
86 H 11.08 3.37 -4.68  -0.03
87 C 0.86 6.55 5.42  -1.63
88 Br 2.17 6.76 4.04  0.57
89 Br 1.10 4.90 6.38  0.52
90 Br 0.82 8.06 6.61  0.58
91 H -0.11 6.50 4.94  -0.03
92 C 4.60 -4.56 -9.62  -1.60
93 Br 6.35 -4.79 -8.83  0.58
94 Br 3.54 -6.15 -9.44  0.64
95 Br 3.71 -3.00 -8.94  0.59
96 H 4.75 -4.40 -10.68  -0.03
97 C 9.54 -3.08 -6.30  -1.62
98 Br 10.08 -4.63 -5.29  0.58
99 Br 8.07 -2.18 -5.44  0.52
100 Br 11.02 -1.91 -6.63  0.57
101 H 9.18 -3.43 -7.25  -0.05

Highest occupied orbital energy   -9.93 eV
Molar mass   3785.48 g/mol
Kohn-Sham gap   9.469 eV

=====

Record 3
Molecular formula: C11H30N10O18
Method: DFT, wB97M-V/def2-TZVPD

Each line ends with the natural charge from an NBO analysis.
Positions of all 69 atoms, in Å:
1 C -4.65 0.23 -1.89  -0.49
2 N -3.80 -0.10 -3.08  0.55
3 O -3.18 0.80 -3.58  -0.36
4 O -3.75 -1.27 -3.38  -0.41
5 H -5.66 -0.12 -2.12  0.23
6 H -4.72 1.31 -1.71  0.23
7 H -4.30 -0.30 -1.02  0.24
8 C 2.90 4.53 1.05  -0.49
9 N 2.05 3.63 1.85  0.55
10 O 0.89 3.87 1.83  -0.39
11 O 2.58 2.69 2.33  -0.38
12 H 2.83 3.99 0.11  0.25
13 H 3.91 4.57 1.40  0.23
14 H 2.42 5.49 1.12  0.23
15 C -2.84 -3.33 -1.09  -0.50
16 N -4.11 -3.01 -0.35  0.52
17 O -4.06 -2.85 0.87  -0.38
18 O -5.11 -3.02 -1.07  -0.37
19 H -2.69 -4.40 -1.04  0.23
20 H -2.10 -2.76 -0.54  0.24
21 H -3.00 -2.96 -2.11  0.25
22 C 3.25 -1.75 -0.79  -0.50
23 N 4.09 -1.76 0.46  0.55
24 O 4.65 -2.75 0.79  -0.38
25 O 4.05 -0.74 1.10  -0.40
26 H 3.62 -0.86 -1.33  0.24
27 H 2.23 -1.58 -0.49  0.25
28 H 3.34 -2.69 -1.33  0.23
29 C 3.37 -2.22 4.08  -0.49
30 N 2.06 -1.64 4.37  0.53
31 O 1.64 -1.63 5.52  -0.37
32 O 1.51 -1.13 3.41  -0.40
33 H 4.04 -1.39 3.83  0.26
34 H 3.15 -2.95 3.29  0.24
35 H 3.79 -2.75 4.92  0.23
36 C 0.51 -2.14 -4.71  -0.48
37 N 1.54 -1.64 -3.74  0.54
38 O 2.62 -2.19 -3.85  -0.38
39 O 1.25 -0.83 -2.89  -0.39
40 H -0.07 -2.86 -4.20  0.24
41 H 1.04 -2.65 -5.52  0.23
42 H -0.06 -1.34 -5.10  0.24
43 C -3.51 3.47 2.96  -0.48
44 N -4.23 3.08 4.20  0.53
45 O -3.59 2.94 5.21  -0.36
46 O -5.48 3.05 4.10  -0.41
47 H -2.88 4.30 3.34  0.23
48 H -4.31 3.92 2.37  0.22
49 H -3.07 2.61 2.55  0.27
50 C 2.95 1.75 -4.15  -0.49
51 N 2.96 2.52 -2.87  0.55
52 O 2.47 3.62 -2.86  -0.38
53 O 3.46 1.98 -1.92  -0.39
54 H 3.67 2.30 -4.73  0.24
55 H 1.94 1.75 -4.60  0.24
56 H 3.28 0.77 -3.83  0.23
57 C 0.84 0.87 -0.01  -0.51
58 N -0.27 0.11 -0.53  0.54
59 O -0.24 -1.11 -0.44  -0.43
60 O -1.21 0.69 -1.06  -0.37
61 H 1.56 0.89 -0.82  0.25
62 H 1.28 0.38 0.88  0.27
63 H 0.31 1.83 0.21  0.26
64 C -1.72 -2.00 2.90  -0.73
65 C -2.16 -0.69 2.42  0.34
66 N -2.61 0.37 2.20  -0.40
67 H -2.51 -2.51 3.43  0.26
68 H -0.87 -1.82 3.57  0.27
69 H -1.33 -2.56 2.08  0.25

Highest occupied orbital energy   -10.41 eV
Molar mass   590.41 g/mol
Kohn-Sham gap   9.814 eV
SMILES   C[N+](=O)[O-].C[N+](=O)[O-].C[N+](=O)[O-].C[N+](=O)[O-].C[N+](=O)[O-].C[N+](=O)[O-].C[N+](=O)[O-].C[N+](=O)[O-].C[N+](=O)[O-].CC#N

=====

Record 4
Molecular formula: C9H18Si
Method: DFT, wB97M-V/def2-TZVPD

Each line ends with the natural charge from an NBO analysis.
Positions of all 28 atoms, in Å:
1 C 2.65 -1.22 1.23  -0.40
2 C 0.37 1.56 -2.15  -0.32
3 C 1.74 -0.33 1.66  -0.46
4 C 0.70 0.48 -1.36  -0.54
5 C 1.51 -0.16 3.14  -0.64
6 C 1.00 -0.77 -1.88  -0.32
7 C -2.95 -0.33 -1.19  -0.60
8 C -0.16 2.19 1.30  -1.10
9 C -2.22 -1.65 -1.38  -0.61
10 Si 0.72 0.71 0.50  1.28
11 H 2.86 -1.36 0.18  0.19
12 H 3.21 -1.83 1.91  0.19
13 H 0.14 2.53 -1.74  0.19
14 H 0.32 1.46 -3.22  0.19
15 H 1.69 0.88 3.44  0.21
16 H 2.19 -0.80 3.71  0.21
17 H 0.49 -0.41 3.41  0.22
18 H -1.20 -1.47 -1.75  0.21
19 H 1.21 -1.62 -1.25  0.20
20 H 1.05 -0.92 -2.94  0.19
21 H -2.98 0.22 -2.13  0.20
22 H -3.97 -0.50 -0.86  0.20
23 H -2.44 0.29 -0.46  0.20
24 H -0.86 2.64 0.60  0.24
25 H -0.72 1.90 2.18  0.25
26 H 0.55 2.96 1.60  0.24
27 H -2.15 -2.19 -0.44  0.20
28 H -2.74 -2.28 -2.10  0.20

Highest occupied orbital energy (alpha / beta)   -7.87 / -5.82 eV
Molar mass   154.33 g/mol
Kohn-Sham gap (alpha / beta)   7.843 / 5.325 eV
Energy above the lowest of the compared OMol25 structures with the same formula, charge and spin   71.0 kcal per mole

=====

- Number 2 is which compound?
  C27H27Br42NO4